# 1
The following is a quantum chemistry calculation of 3 unconnected molecules or ions with the total composition C3H8N2O2, from OMol25.

Cartesian coordinates (Å):
C -0.43917 -0.66233 -0.20678
C -1.35609 -0.93363 0.93741
N 0.86441 -0.80630 -0.01322
C 1.03965 2.21403 0.14726
O 1.60598 -0.45023 -1.10155
O -0.91427 -0.22312 -1.36234
N 0.19444 1.48002 0.68799
H 2.51167 -0.60645 -0.80296
H -1.85477 -0.01910 -1.27904
H 0.17267 -2.20678 -0.43375
H -0.79805 -1.36790 1.76253
H -1.76689 0.02240 1.26077
H -2.14968 -1.61520 0.62785
H 1.75600 1.88820 -0.63665
H 1.13410 3.28639 0.41248

Output
Gap between HOMO and LUMO (spin up / spin down), eV: 5.824 / 5.825
Energy relative to the best compared isomer or geometry (same formula, charge and spin), kJ/mol: 846.2
Calculated total energy, a.u.: -378.81869



# 2
The following is a quantum chemistry calculation of a molecular structure, C40H32F3N2OP2SV in a non-equilibrium geometry, from OMol25.

Cartesian coordinates (Å):
V -0.18285 1.23889 0.76676
O -1.18198 2.54954 -2.21743
S -0.89777 1.33698 -1.46270
C 0.15753 0.25921 -2.46925
C -0.03790 0.11552 -3.82880
C 0.69852 -0.82825 -4.52344
C 1.56445 -1.66516 -3.83665
C 1.78631 -1.49421 -2.48017
C 1.11492 -0.48954 -1.79074
P 1.61727 0.16006 -0.15710
C 2.49792 -1.20735 0.65168
C 1.91853 -1.76851 1.78858
C 2.51539 -2.85398 2.40560
C 3.69839 -3.37337 1.90727
C 4.28938 -2.80464 0.78993
C 3.69580 -1.72681 0.15869
C 2.88306 1.32326 -0.79289
C 2.53040 2.21162 -1.80911
C 3.43524 3.15330 -2.25991
C 4.70419 3.21773 -1.70806
C 5.05741 2.34747 -0.69036
C 4.14980 1.41219 -0.22267
C -2.25029 0.17962 -1.73535
C -3.03079 0.25797 -2.87077
C -3.93781 -0.75458 -3.13373
C -4.03607 -1.83332 -2.26670
C -3.28192 -1.88133 -1.10574
C -2.38303 -0.85966 -0.82322
P -1.66202 -0.54850 0.82960
C -1.58229 -2.17411 1.62331
C -2.02809 -2.37937 2.92689
C -1.85036 -3.61485 3.52565
C -1.20708 -4.63319 2.84064
C -0.71241 -4.41276 1.56335
C -0.89431 -3.18648 0.95274
C -3.20928 0.28621 1.33274
C -4.37606 -0.39560 1.66682
C -5.57647 0.29136 1.72686
C -5.62735 1.64345 1.42355
C -4.46482 2.33404 1.11534
C -3.26058 1.65602 1.06992
H -0.74666 0.75289 -4.33350
H 0.58057 -0.92233 -5.59169
H 2.09722 -2.43798 -4.36675
H 2.48472 -2.12999 -1.95925
H 1.00282 -1.34975 2.18695
H 2.06147 -3.28902 3.28194
H 4.16428 -4.21623 2.39308
H 5.21760 -3.20078 0.40852
H 4.16412 -1.28662 -0.71096
H 1.54594 2.17728 -2.25576
H 3.14958 3.83228 -3.04859
H 5.40816 3.95010 -2.06965
H 6.04683 2.39254 -0.26316
H 4.42167 0.74585 0.58349
H -2.93775 1.11375 -3.52228
H -4.56234 -0.69994 -4.01315
H -4.71939 -2.63936 -2.48245
H -3.38400 -2.70613 -0.41584
H -2.49169 -1.57236 3.47550
H -2.21328 -3.78392 4.52886
H -1.08328 -5.59942 3.30564
H -0.18539 -5.19724 1.04182
H -0.50450 -3.00500 -0.04405
H -4.34602 -1.45685 1.87373
H -6.48095 -0.24037 1.98198
H -6.57373 2.16269 1.43077
H -4.49656 3.38856 0.87975
H -2.35540 2.20971 0.80359
F 1.20265 1.35484 3.27866
C -0.01927 1.17968 2.69284
F -0.75379 2.29036 3.04346
F -0.58894 0.15830 3.39144
N 1.96985 3.22709 1.35344
C 2.43003 4.44156 1.01730
C 1.53263 4.96994 0.11614
C 0.54234 3.99659 -0.02594
N 0.82754 2.94278 0.72530
H 2.37118 2.58220 2.02062
H 3.33990 4.83067 1.42912
H 1.57321 5.91790 -0.37426
H -0.33433 4.02684 -0.64782

Output
Gap between HOMO and LUMO (spin up / spin down), eV: 8.326 / 8.782
Multiplicity: 4
Energy relative to the best compared isomer or geometry (same formula, charge and spin), kJ/mol: 96.8
Calculated total energy, a.u.: -4052.49205
Charge: +1



# 3
The following is a quantum chemistry calculation of a single C4H5NO2 molecule, from OMol25.

Cartesian coordinates (Å):
N -2.23982 -0.32701 -0.45463
C -0.87771 -0.03930 -0.37564
C 0.27069 -0.77002 -0.32422
C 1.26980 0.16730 0.13193
O 2.56444 -0.10916 0.43391
C 0.67713 1.37829 0.24871
O -0.65220 1.24849 -0.08448
H -2.65758 0.26527 0.25421
H -2.40978 -1.28801 -0.18601
H 0.37237 -1.83790 -0.47874
H 2.69859 -1.04864 0.27090
H 0.98406 2.36068 0.56406

Output
Gap between HOMO and LUMO, eV: 8.566
Energy relative to the best compared isomer or geometry (same formula, charge and spin), kJ/mol: 123.8
Calculated total energy, a.u.: -360.62226
SMILES string: Nc1cc(O)co1



# 4
The following is a quantum chemistry calculation of a molecular structure, C43H41Cl5F3N5O5SSbSr in a non-equilibrium geometry, from OMol25.

Cartesian coordinates (Å):
Sr -0.83569 -1.37637 -0.69574
Cl -5.41296 2.84514 4.59206
C -4.15972 2.26089 3.54242
C -4.20715 0.91136 3.03374
Cl -5.51308 -0.14451 3.55304
C -3.20087 0.52993 2.09262
Cl -3.33217 -0.99983 1.24819
C -2.01758 1.32115 1.73896
O -1.02345 0.84141 1.08750
C -2.13230 2.69132 2.19679
Cl -1.02300 3.80340 1.45517
C -3.13290 3.14837 3.11016
Cl -3.16778 4.76852 3.65773
F 0.30634 -6.54465 0.91477
C 0.60733 -5.32395 1.29974
F 1.15531 -5.23285 2.52623
F 1.58546 -4.83712 0.41723
S -0.93929 -4.37112 1.54770
O -1.78041 -5.37602 2.17102
O -0.49650 -3.23410 2.35681
O -1.32261 -3.98382 0.16875
C -4.52396 -0.82389 -2.81438
C -3.68422 0.39622 -2.77605
N -2.44138 0.45748 -2.27161
C -1.99900 1.74029 -2.47771
C -2.91893 2.45866 -3.15636
N -4.05463 1.63045 -3.29126
C -5.42593 2.07270 -3.70640
N -5.86308 3.27025 -3.03186
N -6.55961 4.17751 -3.75621
N -6.85522 5.21105 -2.97998
C -6.48695 4.89907 -1.68845
C -6.86945 5.54676 -0.48125
C -6.63195 4.88559 0.71701
C -6.11694 3.52530 0.73965
C -5.69115 2.90197 -0.42911
C -5.91272 3.61833 -1.64393
H -3.82587 -1.66523 -2.90947
H -5.21929 -0.84857 -3.67314
H -5.05200 -0.96467 -1.85103
H -1.03857 2.07389 -2.13773
H -2.91583 3.45696 -3.54131
H -6.13511 1.23819 -3.50993
H -5.48827 2.24394 -4.80238
H -7.38639 6.53719 -0.49887
H -6.79821 5.31941 1.70168
H -6.11466 2.99239 1.68980
H -5.21955 1.92506 -0.47157
C 1.06450 -1.17080 -4.77080
C 0.75892 -2.11263 -3.55537
C 1.76886 -3.28263 -3.66340
C -0.55288 -2.84489 -3.86894
O 0.66215 -1.51525 -2.27247
H 1.13873 -1.73931 -5.71913
H 2.00904 -0.64215 -4.65034
H 0.28108 -0.41458 -4.92120
H 1.65959 -3.82237 -4.61869
H 1.49170 -3.98353 -2.83712
H 2.82891 -2.97728 -3.59542
H -0.58020 -3.26713 -4.94450
H -1.44016 -2.19290 -3.76403
H -0.64062 -3.66514 -3.14275
C 4.75807 -2.79177 -1.11118
C 5.36955 -2.74043 0.28712
C 6.58671 -3.42271 0.47535
C 7.21011 -3.46445 1.73547
C 6.57535 -2.83878 2.80757
C 5.41547 -2.08513 2.63080
C 4.79707 -2.02620 1.38379
Sb 2.85442 -1.06677 1.07582
C 3.51302 0.67680 -0.11257
C 2.81631 0.79369 -1.34334
C 2.95984 1.96347 -2.07596
C 3.82060 2.95289 -1.68365
C 4.50461 2.83953 -0.48455
C 4.46584 1.62770 0.25325
C 5.45992 1.37992 1.36304
C 2.22079 -0.73166 3.16145
C 2.01330 -1.94630 3.81723
C 1.58219 -1.92363 5.15552
C 1.25597 -0.73027 5.76539
C 1.36996 0.47434 5.05812
C 1.86716 0.49075 3.75597
C 1.94356 1.83472 3.06220
H 5.39175 -3.35578 -1.80644
H 4.62759 -1.75902 -1.53083
H 3.75369 -3.23612 -1.03538
H 7.03702 -3.91319 -0.37483
H 8.14472 -4.01419 1.89198
H 7.01291 -2.84192 3.81798
H 5.06754 -1.48709 3.46144
H 2.10362 0.02065 -1.67568
H 2.40215 2.05902 -3.02741
H 4.01906 3.84194 -2.31159
H 5.15161 3.65700 -0.14586
H 5.89192 2.30947 1.77982
H 6.29216 0.75089 1.01975
H 4.98894 0.84221 2.20269
H 2.22450 -2.93685 3.37938
H 1.45392 -2.88921 5.65578
H 0.91653 -0.67203 6.80643
H 1.10564 1.41726 5.57151
H 1.52533 2.60093 3.70465
H 1.36925 1.84468 2.13600
H 2.98256 2.15281 2.86494

Output
Gap between HOMO and LUMO, eV: 7.240
Energy relative to the best compared isomer or geometry (same formula, charge and spin), kJ/mol: 0.0
Calculated total energy, a.u.: -5583.00073
Charge: -1



# 5
The following is a quantum chemistry calculation of 2 unconnected molecules or ions with the total composition C4H5NO, from OMol25.

Cartesian coordinates (Å):
O -1.59654 1.77983 -0.01850
C -0.34594 1.32506 0.12682
C -1.31631 0.32728 -0.20796
C 0.94774 -2.41084 -0.15675
C 1.43609 -1.33509 0.07314
N 0.82160 1.69728 0.39291
H -1.41982 -0.01550 -1.23410
H -1.73618 -0.31178 0.56423
H 0.52485 -3.37213 -0.35768
H 1.81381 -0.34655 0.27256
H 0.85750 2.70206 0.56407

Output
Gap between HOMO and LUMO, eV: 11.485
Energy relative to the best compared isomer or geometry (same formula, charge and spin), kJ/mol: 384.7
Calculated total energy, a.u.: -285.26806
SMILES string: [H]/N=C1/CO1.C#C



Q: The highest calculated total energy belongs to which entry?
A: C4H5NO



Q: Among the records above, which one has the lowest energy relative to the best compared isomer or geometry (same formula, charge and spin)?
A: C43H41Cl5F3N5O5SSbSr



Q: Which of these has the lowest energy relative to the best compared isomer or geometry (same formula, charge and spin)?
A: C43H41Cl5F3N5O5SSbSr